1.
The following is a DFT calculation (the ωB97M-V functional and the def2-TZVPD basis) of one molecule with the formula C5H7N at a distorted geometry.

The geometry in XYZ format:
```
13
Properties=species:S:1:pos:R:3:forces:R:3
N 2.224 0.902 -0.071 0.84 -0.13 0.26
C -0.194 -1.358 -0.080 1.10 -0.56 -0.61
C -0.474 -0.026 0.425 1.90 0.99 0.11
C -1.489 0.873 -0.235 0.10 0.09 0.00
C 1.178 -1.376 -0.122 -0.90 -0.91 -0.06
C 1.381 0.007 0.099 -2.37 1.09 0.58
H -0.418 0.083 1.505 -0.28 -0.22 0.06
H 1.901 -2.175 -0.196 0.00 -0.07 -0.23
H -2.479 0.759 0.215 0.04 -0.03 -0.04
H -0.896 -2.059 -0.517 -0.01 -0.21 0.28
H 2.036 1.783 0.402 -0.39 -0.03 -0.37
H -1.203 1.922 -0.122 -0.02 -0.04 0.01
H -1.566 0.665 -1.303 -0.01 0.02 0.02
```
Forces are in eV/Å.

Output
Energy relative to the best compared isomer or geometry (same formula, charge and spin) = 64.3 kcal/mol
Structure (SMILES) = [H]/N=C1/C=C[C@@H]1C
Total energy = -249.37075 a.u.
E_HOMO = -8.525 eV

2.
The following is a DFT calculation (the ωB97M-V functional and the def2-TZVPD basis) of C38H32AsBIrN8S3Se as an isolated structure at a distorted geometry.

The geometry in XYZ format:
```
85
Properties=species:S:1:pos:R:3:forces:R:3
Ir 0.184 -0.978 -0.077 -0.72 0.63 -0.39
Se 7.770 -0.979 -0.017 0.10 0.00 0.01
As 0.302 3.935 -0.325 0.05 0.00 -0.19
S 2.805 1.983 -0.693 0.20 -0.29 -0.14
S -1.689 0.204 0.445 0.09 -0.27 0.09
S 0.231 -3.288 0.123 0.25 0.15 -0.05
N -1.845 -0.352 -2.280 0.09 0.21 0.15
N 1.717 -0.734 1.170 0.15 -0.03 0.29
N -0.527 -3.435 2.775 0.11 -0.04 0.03
N 6.538 -0.765 1.244 0.00 -0.02 -0.06
N 6.579 -1.214 -1.312 -0.01 0.01 0.06
N -2.530 -2.035 -1.031 0.01 0.08 0.10
N -2.159 -2.977 1.405 -0.10 -0.15 -0.14
N 1.757 -1.152 -1.390 -0.10 -0.88 0.05
C 1.104 2.924 2.341 -0.07 0.04 0.07
C -0.857 -3.270 1.477 -0.08 -0.10 0.06
C 2.526 5.851 0.106 -0.02 0.03 -0.11
C -2.356 -1.270 -3.099 -0.11 -0.24 -0.02
C -2.659 -2.934 2.677 0.03 0.06 -0.02
C -1.346 0.974 -2.673 -0.03 -0.09 0.00
C 0.771 -3.854 3.298 -0.07 0.03 -0.02
C 2.174 4.548 -0.176 0.15 -0.16 0.05
C 4.101 -0.759 1.368 0.25 0.00 0.05
C 4.148 -1.254 -1.507 0.21 0.02 -0.10
C 2.821 -1.582 -3.470 0.03 0.09 0.04
C 2.942 -0.855 0.619 0.07 -0.09 0.04
C 2.965 -1.099 -0.804 0.00 0.04 0.15
C -1.279 7.528 1.259 -0.01 -0.02 -0.04
C 4.573 4.004 -0.365 -0.06 0.05 0.02
C -0.583 5.643 -0.076 0.07 0.15 0.19
C -1.681 8.195 0.107 -0.01 -0.01 0.01
C -2.775 -2.333 -2.306 -0.02 0.06 -0.20
C 0.058 3.186 1.463 0.09 -0.05 0.07
C 4.890 5.315 -0.094 -0.01 0.00 -0.01
C -0.997 6.313 -1.223 -0.02 0.01 0.03
C 1.682 -1.401 -2.697 0.07 0.10 -0.05
C 3.981 -0.561 2.744 0.05 0.03 0.03
C -1.541 7.588 -1.132 -0.02 0.00 -0.01
C -1.244 2.861 1.846 0.08 0.10 0.08
C 3.869 6.235 0.143 -0.01 0.00 -0.03
C -1.497 2.293 3.087 -0.01 0.02 0.00
C 5.376 -0.875 0.658 -0.19 0.00 0.02
C 1.600 -0.528 2.481 0.10 0.05 0.03
C 4.067 -1.506 -2.874 0.02 -0.01 -0.04
C 5.399 -1.124 -0.761 -0.18 0.01 -0.01
C -1.649 -3.233 3.537 0.00 0.04 0.01
C -0.733 6.256 1.169 -0.04 -0.03 -0.05
C -0.447 2.045 3.965 0.02 -0.01 0.00
C 3.219 3.595 -0.411 -0.42 0.29 0.11
C -1.921 -0.814 -0.976 -0.05 0.10 -0.21
C 0.850 2.365 3.591 -0.02 0.08 -0.02
C 2.723 -0.445 3.297 0.02 -0.03 -0.06
B -3.084 -2.975 0.137 0.06 0.01 0.10
H 1.039 -3.224 4.143 -0.01 0.01 0.00
H -2.515 2.067 3.380 0.00 0.00 0.00
H -4.152 -2.538 0.472 0.07 0.02 -0.05
H -3.221 -3.271 -2.593 0.02 0.02 0.00
H -2.110 9.186 0.178 0.02 0.00 0.00
H 4.119 7.267 0.353 -0.01 -0.01 0.02
H -2.384 -1.146 -4.169 0.00 0.00 0.02
H 5.348 3.270 -0.544 -0.03 -0.02 -0.01
H 1.513 -3.759 2.510 0.01 0.02 -0.01
H 0.691 -1.451 -3.128 -0.02 -0.07 0.04
H -2.070 3.073 1.175 -0.01 0.03 0.04
H -1.388 8.003 2.225 -0.02 -0.01 0.00
H -1.639 -3.327 4.609 0.01 -0.01 -0.02
H -1.858 8.106 -2.027 0.00 -0.01 0.00
H 2.590 -0.275 4.356 0.00 0.00 0.00
H -0.645 1.627 4.944 -0.01 0.02 0.00
H -0.427 5.740 2.071 0.04 0.02 0.00
H 0.598 -0.405 2.867 0.01 -0.01 -0.03
H 5.923 5.633 -0.068 -0.01 0.00 0.01
H -1.116 0.952 -3.735 0.00 -0.01 0.00
H 4.979 -1.637 -3.442 -0.03 0.00 -0.02
H 1.757 6.593 0.280 0.01 0.02 0.03
H 2.717 -1.780 -4.527 0.01 0.00 0.00
H -0.894 5.840 -2.193 0.02 0.02 -0.01
H 1.669 2.203 4.283 -0.01 0.03 -0.01
H -3.125 -4.077 -0.334 0.00 0.06 0.01
H -2.115 1.719 -2.477 -0.01 0.00 0.02
H 4.878 -0.494 3.347 -0.03 0.01 0.01
H -3.691 -2.704 2.870 0.00 -0.05 -0.01
H 0.719 -4.891 3.621 -0.01 -0.01 -0.01
H -0.459 1.226 -2.096 0.00 0.00 0.00
H 2.121 3.185 2.072 0.00 0.00 0.02
```
Forces are in eV/Å.

Output
Energy relative to the best compared isomer or geometry (same formula, charge and spin) = 86.6 kcal/mol
<S²> = 0.78
Total energy = -7865.85060 a.u.
E_HOMO (alpha / beta) = -12.515 / -12.485 eV
Multiplicity = 2
Total charge = +2

Question: Which formula does entry 2 have?
Answer: C38H32AsBIrN8S3Se

Question: Which value of energy relative to the best compared isomer or geometry (same formula, charge and spin) does entry 2 give?
Answer: 86.6 kcal/mol

Question: Which of these has the lowest energy relative to the best compared isomer or geometry (same formula, charge and spin)?
Answer: C5H7N

Question: The lowest energy relative to the best compared isomer or geometry (same formula, charge and spin) belongs to which entry?
Answer: C5H7N